A single C5H5NS2 molecule at a distorted geometry. Source: the Open Molecules 2025 dataset; level of theory: ωB97M-V/def2-TZVPD.

- ΔE to the lowest compared entry with this formula, charge and spin: 1.383 eV
- LUMO level: 0.75 eV
- E_HOMO: -7.13 eV
- E: -28424.591 eV
- SMILES: c1cc2c(s1)CNS2
- Kohn-Sham gap: 0.290 hartree

```
! RIJCOSX wB97M-V def2-TZVPD def2/J DEFGRID3
* xyz 0 1
C 2.113 0.971 0.508
C 1.878 0.185 -0.593
C 0.563 -0.218 -0.719
C -0.297 0.362 0.511
S 0.737 1.257 1.495
C -1.697 -0.112 0.488
N -1.901 -0.881 -0.743
S -0.488 -1.093 -1.760
H 3.045 1.413 0.799
H 2.648 -0.083 -1.292
H -1.924 -0.717 1.378
H -2.413 0.724 0.476
H -2.264 -1.808 -0.548
*
```